[1]
Computed, not measured: a structure of composition C30H27FeIN7O2, with wB97M-V/def2-TZVPD.

Output
E_HOMO (spin up / spin down) in eV: -13.87 / -13.76
Calculated total energy in Ha: -3254.09878
Expectation value of S²: 9.18
2S+1: 6
Relative energy (zero: lowest compared OMol25 entry of this formula, charge and spin) in eV: 1.943
HOMO-LUMO gap (spin up / spin down) in eV: 6.65 / 5.68
Total charge: +2

Geometry (Å):
Fe  -0.085  -0.714  -0.933
C  -0.962  -3.687  -0.381
N  0.170  -2.802  -0.064
C  0.515  -2.667  1.366
C  0.137  -1.309  1.886
N  -0.306  -0.347  1.107
C  -0.557  0.748  1.938
C  -1.088  2.005  1.655
C  -1.249  2.871  2.717
C  -0.908  2.505  4.029
C  -0.403  1.255  4.324
C  -0.239  0.392  3.247
N  0.202  -0.929  3.174
C  -2.121  -2.871  -0.854
N  -2.134  -1.557  -0.808
C  -3.428  -1.192  -1.224
C  -4.077  0.043  -1.212
C  -5.391  0.078  -1.630
C  -6.069  -1.084  -2.032
C  -5.460  -2.321  -1.990
C  -4.138  -2.340  -1.563
N  -3.266  -3.396  -1.317
H  -1.270  -4.251  0.503
H  -0.666  -4.418  -1.135
H  0.997  -3.098  -0.568
H  1.590  -2.806  1.488
H  0.027  -3.444  1.958
H  -1.379  2.290  0.653
H  -1.664  3.855  2.542
H  -1.059  3.216  4.830
H  -0.160  0.964  5.337
H  0.470  -1.515  3.949
H  -3.586  0.938  -0.857
H  -5.923  1.020  -1.628
H  -7.099  -1.010  -2.353
H  -5.990  -3.226  -2.254
H  -3.472  -4.378  -1.409
C  4.487  -2.826  0.135
C  4.396  -1.366  0.398
N  5.398  -0.781  1.035
C  5.331  0.528  1.230
C  4.278  1.382  0.786
C  4.494  2.855  1.042
O  5.575  3.327  0.267
C  3.205  0.817  0.140
C  2.150  1.632  -0.447
N  1.097  1.116  -0.945
C  0.101  1.837  -1.635
C  -0.056  3.199  -1.862
C  -1.135  3.596  -2.636
C  -2.020  2.669  -3.184
C  -1.865  1.303  -2.972
C  -0.835  0.932  -2.130
I  0.236  -1.167  -3.373
C  3.209  -0.630  -0.039
O  2.272  -1.280  -0.561
H  5.512  -3.153  0.288
H  4.152  -3.073  -0.871
H  3.854  -3.381  0.835
H  6.165  0.984  1.753
H  4.801  2.985  2.080
H  3.588  3.451  0.912
H  5.346  3.331  -0.669
H  2.310  2.706  -0.509
H  0.629  3.935  -1.462
H  -1.280  4.648  -2.842
H  -2.829  3.017  -3.814
H  -2.525  0.589  -3.440

[2]
Computed, not measured: an isolated molecule of C4H6Cl3O2P, with wB97M-V/def2-TZVPD.

Output
E_HOMO (spin up / spin down) in eV: -8.12 / -9.03
Calculated total energy in Ha: -2028.33071
2S+1: 1
Relative energy (zero: lowest compared OMol25 entry of this formula, charge and spin) in eV: 1.842
HOMO-LUMO gap (spin up / spin down) in eV: 6.74 / 8.51

Geometry (Å):
C  0.717  -1.456  1.197
C  -1.520  0.251  -0.329
C  1.961  -1.003  0.602
C  -0.563  2.183  -1.271
O  -1.991  -2.154  1.091
O  -0.840  0.791  -1.345
P  -0.896  -1.432  0.397
Cl  -2.245  1.305  0.744
Cl  -0.337  -2.094  -1.431
Cl  0.601  -1.208  2.937
H  1.914  -1.074  -0.541
H  2.800  -1.725  0.861
H  2.120  0.090  0.894
H  -1.160  2.673  -0.359
H  -1.075  2.661  -2.163
H  0.513  2.191  -1.285

[3]
Computed, not measured: an isolated molecule of C7H14, with wB97M-V/def2-TZVPD.

Output
E_HOMO in eV: -9.47
Calculated total energy in Ha: -275.08982
2S+1: 1
Relative energy (zero: lowest compared OMol25 entry of this formula, charge and spin) in eV: 0.719
HOMO-LUMO gap in eV: 10.53

Geometry (Å):
C  1.666  -0.704  1.124
C  0.289  -0.950  0.543
C  -0.016  -0.613  -0.898
C  0.984  0.038  -1.825
C  -0.709  0.140  0.211
C  -0.383  1.596  0.490
C  -2.187  -0.170  0.366
H  2.339  -1.524  0.843
H  1.644  -0.652  2.218
H  2.124  0.219  0.758
H  -0.161  -1.873  0.909
H  -0.654  -1.337  -1.408
H  0.465  0.494  -2.676
H  1.696  -0.695  -2.221
H  1.559  0.829  -1.334
H  -0.846  1.904  1.435
H  -0.776  2.248  -0.300
H  0.689  1.789  0.578
H  -2.389  -1.236  0.216
H  -2.566  0.112  1.357
H  -2.766  0.383  -0.385

Calculated maximum force (eV/A), listed in the same order as above: 1.06, 3.24, 0.21
Calculated M (g mol⁻¹), listed in the same order as above: 700.3, 223.4, 98.2